No. 1
118
Properties=species:S:1:pos:R:3:forces:R:3:lowdin_charge:R:1 method="wB97M-V/def2-TZVPD" de_lowest_kj_mol=0.0 e_homo_ev=-10.7 lumo_energy_ev=-3.53 charge=+1 orbital_gap_ha=0.2622
Cl 3.742 0.307 3.270 0.0 0.0 0.0 0.806
Cl 6.828 0.182 3.171 0.0 0.0 0.0 0.711
Cl 8.304 -0.323 0.477 0.0 0.0 0.0 0.704
Cl 6.640 -0.723 -2.130 0.0 0.0 0.0 0.715
Cl 3.535 -0.596 -2.029 0.1 0.0 0.0 0.846
S -0.364 -1.716 -1.579 0.0 0.0 -0.1 1.158
Si -1.224 1.703 -1.480 0.0 0.0 0.0 0.540
Al 0.717 0.050 0.667 -0.1 -0.1 0.0 -0.121
O -0.257 1.052 -0.345 0.1 0.0 0.0 -0.166
O 2.455 -0.017 0.602 0.0 0.1 0.1 -0.049
O 0.335 -1.568 -0.212 0.0 0.0 0.1 -0.378
N 0.414 -1.072 2.380 0.0 0.0 0.0 0.170
N 0.611 1.492 2.143 0.0 0.0 0.0 0.158
C -0.892 3.403 2.150 0.0 0.0 0.0 -0.202
C -1.132 -2.901 2.747 0.0 0.0 0.0 -0.215
C 0.822 -2.609 -2.548 -0.1 0.0 0.0 -0.382
C -0.052 5.609 1.643 0.0 0.0 0.0 -0.066
C -1.089 4.774 2.008 0.0 0.0 0.0 -0.039
C 0.772 -1.104 4.800 0.0 0.0 0.0 0.032
C -0.647 4.478 -1.534 0.0 0.0 0.0 -0.087
C 2.614 -4.162 -2.764 0.0 0.0 0.1 -0.059
C 4.536 0.057 1.751 0.0 0.0 0.0 -0.561
C -2.880 3.954 -0.843 0.0 0.0 0.0 -0.096
C 0.897 1.066 -3.248 0.0 0.0 0.0 -0.134
C 1.569 1.005 -4.462 0.0 0.0 0.0 -0.097
C -0.941 5.831 -1.474 0.0 0.0 0.0 -0.088
C -0.394 1.582 -3.154 0.1 0.0 0.0 -0.220
C 0.685 1.064 3.338 0.0 0.0 0.0 -0.251
C -4.490 -0.424 -0.063 0.0 0.0 0.0 -0.075
C 2.621 -2.973 2.008 0.0 0.0 0.0 -0.007
C 0.928 -4.759 2.500 0.0 0.0 0.0 -0.032
C -0.988 2.066 -4.324 0.0 0.0 0.0 -0.088
C 0.174 -2.497 2.468 0.0 0.0 0.0 -0.184
C -2.081 2.544 2.496 0.0 0.0 0.0 -0.006
C -5.337 -0.533 -1.155 0.0 0.0 0.0 -0.086
C 0.633 -0.442 3.470 0.0 0.0 0.0 -0.225
C -3.268 0.221 -0.201 0.0 0.0 0.0 -0.110
C -1.591 -2.966 -1.320 0.0 0.0 0.0 -0.342
C 0.387 2.901 1.916 0.0 0.0 0.0 -0.173
C -1.344 -4.072 -0.517 0.0 0.0 0.0 -0.054
C -3.181 5.309 -0.779 0.0 0.0 0.0 -0.082
C -3.729 0.649 -2.503 0.0 0.0 0.0 -0.088
C 0.735 1.903 4.568 0.0 0.0 0.0 0.021
C 3.762 -0.086 0.592 0.0 -0.1 -0.1 -0.411
C -3.772 -3.770 -1.865 0.0 0.0 0.0 -0.055
C -1.609 3.513 -1.218 0.0 0.0 0.0 -0.213
C -0.332 1.993 -5.544 0.0 0.0 0.0 -0.074
C 2.618 -3.943 -4.136 0.0 0.0 -0.1 -0.057
C 6.591 -0.243 0.522 0.0 0.0 0.0 -0.711
C 5.844 -0.416 -0.642 0.0 0.0 0.0 -0.692
C 1.711 -3.492 -1.956 0.0 0.0 0.0 -0.083
C 2.800 3.159 1.173 0.0 0.0 0.0 -0.006
C 5.927 -0.013 1.723 0.0 0.0 0.0 -0.693
C -3.538 -4.885 -1.076 0.0 0.0 0.0 -0.053
C 0.820 -2.365 -3.913 0.0 0.0 0.0 -0.075
C 1.220 -3.408 2.326 0.0 0.0 0.0 -0.204
C -2.794 -2.792 -1.986 0.0 0.0 0.0 -0.070
C 4.457 -0.344 -0.600 0.0 0.0 0.0 -0.556
C 1.727 -3.047 -4.711 0.0 0.0 0.0 -0.054
C -2.857 0.768 -1.418 0.0 0.0 0.0 -0.232
C -1.376 -4.258 2.924 0.0 0.0 0.0 -0.044
C -0.353 -5.184 2.808 0.0 0.0 0.0 -0.067
C 0.948 1.458 -5.616 0.0 0.0 0.0 -0.078
C -2.212 6.248 -1.099 0.0 0.0 0.0 -0.085
C -2.250 -1.904 2.855 0.0 0.0 0.0 -0.005
C 1.200 5.075 1.378 0.0 0.0 0.0 -0.033
C -2.332 -5.033 -0.397 0.0 0.0 0.0 -0.055
C 1.440 3.713 1.493 0.0 0.0 0.0 -0.191
C -4.954 0.006 -2.377 0.0 0.0 0.0 -0.081
H -5.612 -0.071 -3.233 0.0 0.0 0.0 0.109
H -2.316 -1.297 1.951 0.0 0.0 0.0 0.061
H -2.161 -5.902 0.225 0.0 0.0 0.0 0.110
H 3.257 2.679 2.039 0.0 0.0 0.0 0.058
H -0.554 -6.237 2.955 0.0 0.0 0.0 0.113
H -0.169 1.757 5.165 0.0 0.0 0.0 0.113
H -3.458 1.059 -3.468 0.0 0.0 0.0 0.095
H -2.616 0.320 0.661 0.0 0.0 0.0 0.070
H -4.716 -3.650 -2.378 0.0 0.0 0.0 0.114
H -4.784 -0.838 0.895 0.0 0.0 0.0 0.104
H -0.185 6.562 -1.731 0.0 0.0 0.0 0.109
H -2.623 2.962 3.345 0.0 0.0 0.0 0.094
H -2.079 5.180 2.179 0.0 0.0 0.0 0.123
H -1.966 2.534 -4.288 0.0 0.0 0.0 0.103
H -6.295 -1.028 -1.056 0.0 0.0 0.0 0.108
H -0.405 -4.173 0.013 0.0 0.0 0.0 0.101
H 2.648 -2.383 1.093 0.0 0.0 0.0 0.066
H -1.826 1.512 2.732 0.0 0.0 0.0 0.064
H 1.585 1.603 5.183 0.0 0.0 0.0 0.094
H 3.330 -4.466 -4.761 0.0 0.0 0.0 0.113
H -0.024 -1.832 4.952 0.0 0.0 0.0 0.104
H 2.011 5.723 1.068 0.0 0.0 0.0 0.118
H 1.395 0.722 -2.350 0.0 0.0 0.0 0.036
H 3.046 -2.357 2.805 0.0 0.0 0.0 0.063
H -0.812 2.370 -6.438 0.0 0.0 0.0 0.106
H 1.745 -2.869 -5.777 0.0 0.0 0.0 0.115
H -3.657 3.230 -0.619 0.0 0.0 0.0 0.099
H 3.461 3.958 0.843 0.0 0.0 0.0 0.090
H 1.730 -5.480 2.402 0.0 0.0 0.0 0.118
H -2.121 -1.223 3.701 0.0 0.0 0.0 0.085
H -2.384 -4.585 3.146 0.0 0.0 0.0 0.120
H 3.323 -4.849 -2.322 0.0 0.0 0.0 0.114
H -2.773 2.520 1.650 0.0 0.0 0.0 0.074
H -2.448 7.304 -1.067 0.0 0.0 0.0 0.107
H -2.970 -1.901 -2.576 0.0 0.0 0.0 0.100
H -4.302 -5.646 -0.981 0.0 0.0 0.0 0.112
H 0.776 -0.393 5.620 0.0 0.0 0.0 0.082
H -0.221 6.672 1.543 0.0 0.0 0.0 0.115
H -3.202 -2.415 2.988 0.0 0.0 0.0 0.090
H 2.578 0.612 -4.507 0.0 0.0 0.0 0.088
H 0.139 -1.638 -4.341 0.0 0.0 0.0 0.115
H 1.465 1.415 -6.566 0.0 0.0 0.0 0.106
H -4.176 5.630 -0.498 0.0 0.0 0.0 0.106
H 2.742 2.417 0.375 0.0 0.0 0.0 0.080
H 0.343 4.167 -1.854 0.0 0.0 0.0 0.113
H 1.711 -3.628 -0.882 0.0 0.0 0.0 0.104
H 3.267 -3.840 1.881 0.0 0.0 0.0 0.094
H 1.714 -1.659 4.815 0.0 0.0 0.0 0.106
H 0.826 2.956 4.319 0.0 0.0 0.0 0.100



No. 2
115
Properties=species:S:1:pos:R:3:forces:R:3:lowdin_charge:R:1 method="wB97M-V/def2-TZVPD" de_lowest_kj_mol=178.2 e_homo_ev=-12.5 lumo_energy_ev=-7.44 charge=+2 orbital_gap_ha=0.1865
Au 0.369 0.794 -0.045 -0.8 -0.7 -0.1 0.942
P -1.460 -2.181 0.316 0.1 0.3 0.0 1.187
Si 2.727 1.183 -0.219 1.9 -0.4 0.0 0.650
N -3.734 -0.542 0.496 0.2 0.1 0.1 -0.041
N -0.569 -2.751 -2.285 0.0 0.4 0.1 -0.038
N -0.020 -2.663 2.634 0.0 0.2 -0.1 -0.048
N -1.885 0.599 0.234 0.5 0.0 0.0 0.013
N -0.046 -0.731 -1.654 0.7 0.7 0.7 0.032
N 0.297 -0.606 1.914 0.3 0.3 -0.5 0.067
C 0.941 0.289 -3.658 -0.1 0.2 -0.3 -0.192
C 2.792 2.695 0.911 -0.9 -0.2 -0.2 -0.175
C 1.494 0.367 3.935 0.1 0.1 0.0 -0.189
C -0.246 -1.785 1.618 -0.2 -0.1 0.1 -0.432
C 5.595 1.861 -3.812 0.0 -0.1 0.0 -0.049
C 0.874 -3.913 6.852 0.0 0.0 0.0 -0.059
C -7.826 1.198 0.214 0.0 0.0 0.0 -0.060
C -5.711 2.205 1.703 0.1 -0.2 0.0 -0.025
C 0.897 -0.724 3.135 -0.2 -0.4 0.3 -0.183
C -3.336 5.161 -0.437 0.0 0.1 0.0 -0.051
C 0.700 -2.017 3.601 0.2 0.5 -0.2 -0.101
C -0.566 -1.875 -1.245 -0.3 -0.4 -0.1 -0.416
C 2.094 2.485 -4.941 0.0 -0.1 0.0 -0.048
C 3.372 1.732 4.590 0.1 0.0 0.0 -0.066
C 0.697 -4.628 -6.101 0.0 -0.1 0.0 -0.059
C 4.508 2.693 -1.837 0.0 0.2 0.0 -0.088
C 0.374 -3.368 5.680 -0.1 0.2 -0.1 -0.036
C -0.371 -2.081 -5.834 -0.1 0.0 0.2 -0.027
C -5.465 1.253 0.710 -0.2 0.1 0.1 -0.191
C 0.091 -2.757 -4.701 0.0 -0.1 -0.3 -0.187
C -4.626 -1.672 0.710 -0.1 -0.2 0.0 -0.007
C 3.040 -2.996 6.356 0.0 0.0 0.1 -0.052
C 3.873 0.564 -2.756 0.4 -0.1 0.4 -0.126
C 3.469 -0.439 0.429 -0.7 0.1 0.0 -0.175
C 1.863 0.103 -4.689 -0.5 0.0 -0.1 -0.060
C 2.628 2.271 5.629 0.0 0.0 0.0 -0.060
C -3.592 3.801 -0.377 0.2 -0.1 0.0 -0.017
C 4.794 0.727 -3.777 0.4 0.0 0.2 -0.084
C -1.443 3.459 0.646 -0.1 -0.2 -0.1 -0.061
C 2.436 1.194 -5.320 -0.4 0.0 -0.2 -0.073
C -2.655 2.933 0.189 0.1 0.2 0.0 -0.168
C 2.540 -2.440 5.192 -0.1 -0.1 -0.1 -0.014
C 2.809 0.785 3.749 -0.1 -0.1 -0.1 -0.070
C 0.628 -4.037 -4.850 0.1 0.2 0.1 -0.042
C 1.317 1.858 5.822 0.0 0.1 0.0 -0.055
C 5.446 2.846 -2.846 0.0 0.1 0.1 -0.058
C 1.183 2.681 -3.914 0.0 0.1 0.0 -0.056
C 2.207 -3.734 7.187 0.0 0.0 0.0 -0.058
C -0.015 -2.123 -3.382 0.1 0.4 0.2 -0.080
C -2.384 -0.615 0.348 -0.5 -0.3 0.1 -0.438
C -4.093 0.787 0.482 0.5 0.2 -0.1 -0.086
C 0.224 -3.954 -7.217 0.0 0.0 0.0 -0.056
C -0.306 -2.678 -7.080 0.0 0.0 -0.1 -0.053
C -1.137 -4.092 -2.255 -0.1 -0.2 0.0 -0.007
C 3.733 1.534 -1.762 -0.8 -0.2 0.2 -0.283
C -6.536 0.754 -0.034 0.1 0.1 -0.1 -0.042
C 0.755 0.908 4.985 -0.1 0.0 -0.1 -0.016
C 1.201 -2.623 4.839 0.1 -0.2 0.2 -0.166
C -0.454 -4.051 2.683 -0.1 -0.3 0.0 -0.012
C -1.184 4.817 0.567 0.1 0.1 0.0 -0.073
C -2.904 1.493 0.306 -0.6 -0.2 0.0 -0.157
C 0.611 1.594 -3.275 0.0 -0.3 0.0 -0.062
C -2.138 5.674 0.040 0.0 0.0 0.0 -0.064
C -8.061 2.138 1.206 0.0 0.0 0.0 -0.059
C -7.000 2.642 1.948 -0.1 0.0 0.0 -0.055
C 0.316 -0.840 -2.960 0.1 -0.4 -0.2 -0.154
H -8.648 0.811 -0.373 0.0 0.0 0.0 0.113
H 0.732 2.273 6.632 0.0 0.0 0.0 0.113
H -4.126 -2.425 1.314 0.0 0.0 0.0 0.075
H 1.028 -4.564 -3.992 0.0 0.0 0.0 0.115
H 0.216 -4.470 7.505 0.0 0.0 0.0 0.113
H 3.189 -1.874 4.539 0.0 0.0 0.0 0.112
H -1.415 -4.144 3.188 0.0 0.0 0.0 0.102
H -6.356 0.049 -0.836 0.0 0.0 0.0 0.117
H 2.180 2.587 1.805 0.0 0.0 0.1 0.011
H 0.262 -4.423 -8.192 0.0 0.0 0.0 0.115
H 4.897 -0.036 -4.537 0.0 0.0 0.0 0.119
H -7.181 3.375 2.722 0.0 0.0 0.0 0.114
H -9.069 2.477 1.400 0.0 0.0 0.0 0.114
H 2.538 3.333 -5.444 0.0 0.0 0.0 0.119
H 2.809 -0.969 1.117 0.1 0.0 0.0 0.002
H -4.884 2.588 2.287 0.0 0.0 0.0 0.124
H 2.597 -4.172 8.097 0.0 0.0 0.0 0.114
H 3.264 -0.333 -2.730 0.2 0.0 0.1 0.099
H 4.411 -0.231 0.942 0.0 0.1 -0.1 0.052
H -0.264 0.578 5.146 0.0 0.0 0.0 0.123
H -0.799 -1.093 -5.722 0.0 0.0 0.0 0.124
H -4.077 5.825 -0.861 0.0 0.0 0.0 0.116
H 3.829 2.833 1.229 0.1 -0.2 0.0 0.062
H -0.718 2.794 1.116 0.0 0.1 0.1 0.075
H -1.469 -4.364 -3.252 0.0 0.0 0.0 0.103
H 2.150 -0.898 -4.982 0.0 -0.1 0.0 0.129
H 6.060 3.736 -2.871 0.0 0.0 0.0 0.114
H 3.398 0.336 2.959 0.0 0.0 0.0 0.089
H -4.510 3.409 -0.791 -0.1 0.0 0.1 0.121
H -5.515 -1.336 1.234 0.0 0.1 0.0 0.100
H 3.692 -1.096 -0.413 0.0 0.0 0.0 0.035
H -0.247 5.212 0.939 0.0 0.0 0.0 0.107
H 4.081 -2.862 6.615 0.0 0.0 0.0 0.114
H -1.949 6.738 0.001 0.0 0.0 0.0 0.113
H 0.285 -4.642 3.218 0.0 0.1 0.0 0.107
H -0.135 1.749 -2.501 -0.1 0.1 -0.1 0.085
H -0.403 -4.821 -1.916 0.0 0.0 0.0 0.104
H 6.335 1.979 -4.593 0.0 0.0 0.0 0.117
H 3.155 1.031 -6.113 0.0 0.0 0.0 0.122
H -0.676 -3.490 5.439 0.0 0.0 0.0 0.113
H 2.467 3.593 0.384 0.1 0.0 0.0 0.039
H 1.120 -5.618 -6.204 0.0 0.0 0.0 0.114
H -0.681 -2.149 -7.946 0.0 0.0 0.0 0.115
H 3.070 3.006 6.289 0.0 0.0 0.0 0.113
H 0.899 3.688 -3.635 0.0 0.0 0.1 0.115
H -0.558 -4.439 1.674 0.1 0.0 0.0 0.070
H -4.924 -2.119 -0.238 0.0 0.0 0.0 0.103
H -1.989 -4.111 -1.581 0.0 0.0 0.0 0.067
H 4.400 2.038 4.442 0.0 0.0 0.0 0.113
H 4.399 3.480 -1.100 0.0 0.0 0.0 0.096